# 1
The following is a quantum chemistry calculation of a 3-piece molecular cluster, C24H45BClFO12P2S overall at a distorted geometry, from the Open Molecules 2025 dataset.

Each line ends with the Löwdin charge.
Positions of all 87 atoms, in Å:
C1 6.07851 1.93475 4.54213  -0.08
C2 6.04138 2.30874 2.95766  -0.21
O1 4.65418 2.71625 2.64956  -0.01
B1 4.35131 2.43775 1.27582  -0.51
O2 5.45316 2.56656 0.32115  0.07
C3 2.92762 1.94822 0.67297  -0.13
C4 1.81965 1.45962 1.73633  -0.49
F1 1.40677 2.73629 2.35552  -0.09
P1 2.36834 0.42192 3.19313  1.03
C5 3.92235 -0.65617 2.79950  -0.26
O3 1.21492 -0.85302 3.57352  -0.38
C6 0.53843 1.01613 0.85886  -0.20
C7 -0.88436 1.11142 1.58689  -0.14
C8 -1.51157 -0.20921 2.21426  -0.25
C9 -1.82968 -0.03166 3.80695  -0.58
Cl1 -3.60237 0.27838 4.16251  0.47
C10 0.74269 -0.23026 -0.14100  -0.47
C11 -0.64374 -0.52977 -0.94706  -0.12
C12 -1.60257 -1.69819 -0.69669  -0.02
C13 -2.89251 -1.91241 -1.56572  -0.04
C14 -3.27784 -0.97384 -2.75955  -0.05
C15 -2.30647 0.23575 -3.00560  -0.05
C16 -1.02572 0.44817 -2.12891  0.01
P2 1.65262 -1.73931 0.48163  0.97
O4 2.23118 -2.54269 -0.94703  -0.25
O5 0.73140 -2.89639 1.29416  -0.29
O6 1.57089 0.26845 -1.27614  -0.28
S1 3.06044 0.84141 -0.83476  0.77
O7 4.18739 -0.14913 -0.76682  -0.30
O8 3.46715 1.80374 -1.95196  -0.33
H1 6.18081 0.79543 4.66849  0.07
H2 6.97296 2.43236 5.04810  0.08
H3 5.06507 2.24018 4.98519  0.09
H4 6.80013 3.13878 2.70712  0.13
H5 6.32348 1.32987 2.40884  0.13
H6 5.59773 3.51324 0.09725  0.13
H7 2.46488 2.91770 0.22299  0.16
H8 4.86712 -0.16749 3.25621  0.02
H9 3.82241 -1.67958 3.31278  0.06
H10 4.07698 -0.82345 1.68421  0.01
H11 1.76950 -1.52820 4.03358  0.04
H12 0.48066 1.90379 0.09821  0.16
H13 -0.93673 1.92136 2.41259  0.13
H14 -1.64064 1.48702 0.79249  0.13
H15 -0.90178 -1.16546 2.13205  0.07
H16 -2.54016 -0.40488 1.71982  0.10
H17 -1.51473 -0.97979 4.38569  0.08
H18 -1.19110 0.81651 4.25564  0.08
H19 -1.41416 -2.44253 0.13828  0.08
H20 -3.60842 -2.79771 -1.39451  0.07
H21 -4.20923 -1.15074 -3.41549  0.10
H22 -2.58373 0.91848 -3.88266  0.09
H23 -0.37815 1.35382 -2.41517  0.10
H24 1.53930 -2.29564 -1.62187  0.07
H25 1.00135 -3.03230 2.22587  0.05
C17 -0.25840 5.02951 -5.89237  -0.11
O9 -0.15809 4.26446 -4.69894  -0.20
C18 1.19752 4.00223 -4.33479  -0.19
C19 1.66035 4.92751 -3.21418  -0.20
O10 1.72831 6.28319 -3.65505  -0.19
C20 0.61245 7.04847 -3.22173  -0.11
H26 -1.28637 5.38640 -5.98252  0.09
H27 0.40801 5.89604 -5.87921  0.08
H28 -0.03014 4.39898 -6.75734  0.09
H29 1.85760 4.07912 -5.20523  0.13
H30 1.23600 2.96932 -3.97418  0.11
H31 2.67293 4.63805 -2.91671  0.12
H32 1.01217 4.83476 -2.33558  0.12
H33 0.70942 7.27516 -2.15525  0.09
H34 -0.33188 6.53215 -3.40465  0.08
H35 0.60693 7.98773 -3.77847  0.09
C21 -3.85434 -5.20724 0.03801  -0.12
O11 -5.24954 -4.99031 -0.12307  -0.20
C22 -5.86659 -5.99976 -0.92106  -0.20
C23 -6.60831 -7.01433 -0.05672  -0.20
O12 -5.70310 -7.77669 0.73940  -0.19
C24 -5.65939 -7.32780 2.08714  -0.11
H36 -3.49634 -4.54888 0.83244  0.09
H37 -3.63064 -6.23976 0.31878  0.09
H38 -3.33109 -4.95320 -0.88923  0.08
H39 -5.12985 -6.49476 -1.56286  0.13
H40 -6.59090 -5.49495 -1.56839  0.12
H41 -7.12813 -7.72020 -0.71220  0.12
H42 -7.35947 -6.52151 0.56969  0.13
H43 -6.56399 -7.64681 2.61408  0.09
H44 -5.55774 -6.24287 2.15254  0.08
H45 -4.79450 -7.78631 2.57067  0.09

Calculated values
E_LUMO = -0.005 Ha
Highest occupied orbital energy = -8.72 eV
Electronic energy = -95508.1617 eV
HOMO-LUMO gap = 8.579 eV
F_max = 0.1581 Eh/bohr

***

# 2
The following is a quantum chemistry calculation of C24H45BaNP2Si as an isolated structure at a distorted geometry, from the Open Molecules 2025 dataset.

Each line ends with the Löwdin charge.
Positions of all 74 atoms, in Å:
P1 -3.86096 2.06107 -1.87864  0.84
P2 -1.35438 1.00677 -3.99577  0.89
C1 -3.72225 2.62906 -3.62141  -0.41
C2 -3.01097 1.64460 -4.56310  -0.39
H1 -3.23316 3.61539 -3.60564  0.08
H2 -4.76502 2.77762 -3.93613  0.07
H3 -3.63193 0.76506 -4.79169  0.07
H4 -2.78730 2.14540 -5.51749  0.07
C3 -0.38245 2.51231 -4.39900  -0.22
H5 0.68011 2.35172 -4.18514  0.05
H6 -0.74619 3.37659 -3.82591  0.05
H7 -0.52260 2.69746 -5.46966  0.05
C4 -0.95739 -0.18042 -5.30505  -0.24
H8 -0.76875 0.37781 -6.22805  0.04
H9 -1.81303 -0.85478 -5.43067  0.05
H10 -0.07009 -0.75611 -5.02397  0.03
C5 -4.64429 3.46307 -1.03467  -0.25
H11 -4.68494 3.26388 0.04207  0.03
H12 -5.65489 3.58472 -1.43957  0.04
H13 -4.04661 4.36468 -1.21968  0.05
C6 -5.17835 0.80310 -2.08126  -0.24
H14 -4.86940 0.01347 -2.77727  0.05
H15 -6.04875 1.33012 -2.48323  0.04
H16 -5.42622 0.35692 -1.11273  0.04
Ba1 1.10540 -1.42855 2.32226  1.69
C7 -0.14078 -0.01933 -2.31105  -0.27
C8 0.26936 1.22571 -1.83532  -0.26
C9 -0.69875 2.12791 -1.21454  -0.26
C10 -1.10267 1.89986 0.26496  -0.17
C11 -2.50605 1.42815 0.37198  -0.19
C12 -2.94171 0.22741 -0.10335  -0.20
C13 -2.39457 -0.47292 -1.30816  -0.25
C14 -0.92247 -0.91268 -1.34948  -0.17
C15 0.22587 -1.41545 4.87698  -0.46
H17 0.45211 -0.55883 -3.07957  0.09
H18 1.27442 1.60051 -2.05115  0.10
H19 -1.65659 2.05053 -1.80401  0.01
H20 -0.37415 3.16971 -1.36784  0.12
H21 -0.36730 1.25096 0.76935  0.09
H22 -1.02346 2.87422 0.76760  0.11
H23 -3.15494 1.97411 1.05662  0.10
H24 -3.82670 -0.24465 0.33080  0.10
H25 -2.53433 0.18888 -2.20918  0.01
H26 -3.04260 -1.34097 -1.54513  0.12
H27 -0.47381 -0.91626 -0.34146  0.06
H28 -0.88084 -1.95962 -1.69649  0.11
H29 0.36320 -2.43566 5.28989  -0.07
H30 -0.81046 -1.32436 4.46825  -0.10
H31 0.36436 -0.66688 5.67444  -0.07
C16 3.09984 1.08559 2.61488  -0.24
Si1 4.15402 -0.34195 3.25141  0.27
C17 5.97152 -0.02244 3.11505  -0.18
C18 3.62650 -0.60573 5.02092  -0.18
N1 3.65974 -1.68994 2.28993  -0.31
C19 3.72314 -3.04436 2.42858  -0.47
C20 2.87776 -3.82099 1.57848  -0.19
C21 2.47172 -5.08477 1.99371  -0.12
C22 3.08019 -5.67084 3.11716  -0.13
C23 4.04637 -4.97607 3.84897  -0.10
C24 4.41416 -3.68365 3.49498  -0.05
H32 3.62684 2.00049 2.91817  0.04
H33 2.08652 1.15562 3.05838  0.00
H34 3.03011 1.09797 1.51516  0.03
H35 6.26428 0.82577 3.75168  0.03
H36 6.55672 -0.89847 3.42718  0.03
H37 6.24800 0.21351 2.07785  0.03
H38 2.55060 -0.83015 5.13458  -0.02
H39 4.18759 -1.42271 5.49479  0.03
H40 3.83739 0.31594 5.58512  0.04
H41 2.54780 -3.37550 0.62408  0.08
H42 1.71299 -5.62224 1.42446  0.10
H43 2.82125 -6.69845 3.38988  0.09
H44 4.53664 -5.45987 4.70247  0.10
H45 5.16556 -3.11805 4.04937  0.10

Calculated values
E_LUMO = -0.005 Ha
Relative energy (zero: lowest compared OMol25 entry of this formula, charge and spin) = 2.3 kJ/mol
Highest occupied orbital energy = -6.15 eV
Electronic energy = -54251.5604 eV
HOMO-LUMO gap = 6.013 eV
F_max = 0.0676 Eh/bohr

***

# 3
The following is a quantum chemistry calculation of C24H45BrIrP2 as an isolated structure at a distorted geometry, from the Open Molecules 2025 dataset.

Each line ends with the Löwdin spin population.
Positions of all 73 atoms, in Å:
Ir1 -0.58983 -0.92718 -0.02936  2.06
C1 -3.35993 -0.19989 0.80644  0.32
C2 -3.09815 0.44932 2.03090  0.32
C3 -1.29521 0.93677 0.64642  0.25
C4 -2.33776 0.10079 -0.14730  0.19
C5 -1.88965 1.15140 1.98594  0.37
C6 -4.49430 -1.07023 0.52525  0.05
H1 -4.72919 -1.74174 1.34648  0.01
H2 -4.21115 -1.67290 -0.33879  0.00
H3 -5.38578 -0.47980 0.29181  0.02
C7 -2.46381 0.16171 -1.64398  0.05
H4 -3.00054 -0.71871 -2.03542  0.00
H5 -1.42018 0.10787 -2.03408  0.02
H6 -2.94800 1.07154 -2.06262  0.01
C8 -0.79946 2.12145 -0.10055  0.06
H7 -1.57289 2.54704 -0.74637  0.01
H8 0.00615 1.72667 -0.73590  0.02
H9 -0.45628 2.91665 0.55472  0.01
C9 -1.37907 2.01574 3.08449  0.06
H10 -1.40582 1.50313 4.05508  0.02
H11 -1.89101 2.97204 3.29275  0.02
H12 -0.33091 2.26834 2.90405  0.00
C10 -4.06650 0.34542 3.15746  0.05
H13 -5.06834 0.64514 2.79508  0.01
H14 -3.80850 0.98930 4.01330  0.00
H15 -4.17684 -0.70089 3.52261  0.02
C11 1.68096 -1.60991 -0.51122  0.08
C12 1.07131 -2.68575 0.16434  0.02
C13 1.55010 -3.14321 1.53049  0.01
C14 1.63980 -2.14159 2.68826  0.01
C15 1.16931 -0.70856 2.61280  0.08
C16 1.82422 0.33744 2.05243  0.11
C17 2.95711 0.10512 1.11898  0.01
C18 2.97391 -1.01473 0.04476  0.02
H16 2.54432 -3.62523 1.47907  0.00
H17 2.68897 -2.16763 3.01066  0.00
H18 0.83803 -3.94741 1.77061  0.00
H19 3.72412 -1.75703 0.40836  0.00
H20 1.69295 -1.55405 -1.62091  0.01
H21 0.50580 -3.50353 -0.31046  0.01
H22 3.51576 -0.53706 -0.80355  0.00
H23 3.04853 1.05091 0.54692  0.00
H24 1.42719 1.37434 2.03407  0.00
H25 3.87371 -0.06807 1.71362  0.01
H26 1.06178 -2.61252 3.49969  0.00
H27 0.22544 -0.60210 3.22401  0.00
P1 -0.46299 -2.40947 -2.59670  0.13
C19 -1.89820 -2.32395 -3.78105  0.02
H28 -1.71274 -2.99507 -4.64129  0.00
H29 -2.02145 -1.28927 -4.15010  0.00
H30 -2.81882 -2.64352 -3.26186  0.00
C20 0.79754 -1.81365 -3.86124  0.02
H31 0.82559 -2.53280 -4.69882  0.00
H32 1.80496 -1.72794 -3.42626  0.00
H33 0.46365 -0.82752 -4.22200  0.00
C21 -0.08832 -4.21954 -2.86153  0.02
H34 -0.04769 -4.42854 -3.94174  0.00
H35 -0.89204 -4.81033 -2.40566  0.00
H36 0.87236 -4.48151 -2.39956  0.00
P2 2.07781 3.06256 -0.16792  0.01
C22 1.88309 4.56501 0.89945  0.00
H37 2.61745 5.31141 0.54940  0.00
H38 2.10222 4.28612 1.94379  0.00
H39 0.86176 4.97200 0.81515  0.00
C23 3.91068 3.22706 -0.29285  0.00
H40 4.15168 4.29639 -0.43366  0.00
H41 4.27382 2.64148 -1.15372  0.00
H42 4.37395 2.86487 0.63905  0.00
C24 1.68303 3.90561 -1.75936  0.00
H43 2.42913 4.69715 -1.93049  0.00
H44 0.67452 4.34235 -1.70324  0.00
H45 1.73311 3.15036 -2.55752  0.00
Br1 -1.43444 -2.52769 1.60835  0.49

Calculated values
Net charge = +2
E_LUMO (spin up / spin down) = -0.200 / -0.352 Ha
Relative energy (zero: lowest compared OMol25 entry of this formula, charge and spin) = 74.5 kJ/mol
Highest occupied orbital energy (spin up / spin down) = -13.50 / -13.48 eV
Electronic energy = -117055.0375 eV
HOMO-LUMO gap (spin up / spin down) = 8.050 / 3.906 eV
Multiplicity = 6
F_max = 0.0959 Eh/bohr

***

> The lowest F_max belongs to which entry?

C24H45BaNP2Si

***

> Which of these has the lowest electronic energy?

C24H45BrIrP2

***

> The lowest electronic energy belongs to which entry?

C24H45BrIrP2